Entry 1:
50
Properties=species:S:1:pos:R:3:forces:R:3:lowdin_spin:R:1 method="wB97M-V/def2-TZVPD" homo_energy_ev="-0.66 / -0.71" charge=-2 s_squared=0.897 gap_ev="4.3 / 4.5" multiplicity=2
Fe -0.457 -0.533 0.050 -4.2 6.2 -3.6 1.201
Se 0.760 -2.626 5.337 -0.2 0.4 -0.9 -0.025
Sb -1.241 0.002 2.433 0.6 -0.7 1.5 0.056
Se -2.304 -1.061 -1.217 0.5 0.2 0.5 -0.158
Se 0.384 -2.260 2.986 -0.5 -0.3 6.8 -0.037
Se -1.966 0.704 4.562 0.0 -0.2 -0.4 0.092
N -0.179 2.784 1.535 0.0 0.2 0.1 0.002
C -0.830 3.056 0.618 0.1 0.0 0.0 0.002
N -1.591 3.335 -0.431 0.0 -0.1 0.0 0.000
C -1.570 4.687 -0.964 0.0 0.0 0.1 0.000
C -2.543 5.597 -0.195 0.0 -0.1 0.0 0.000
C -3.730 4.775 0.336 -0.1 0.0 -0.2 0.000
C -4.031 3.615 -0.612 0.1 0.0 0.2 0.000
C -2.870 2.612 -0.571 -0.1 0.1 -0.1 0.001
H -1.851 4.621 -2.017 0.0 0.0 0.0 0.000
H -0.549 5.062 -0.916 0.0 0.0 -0.1 0.000
H -2.894 6.388 -0.864 0.0 0.0 0.0 0.000
H -2.022 6.072 0.639 0.0 0.1 0.0 0.000
H -4.605 5.418 0.455 0.0 0.0 0.1 0.000
H -3.489 4.365 1.320 0.0 0.0 0.0 0.000
H -4.171 3.998 -1.628 -0.1 0.0 0.0 0.000
H -4.945 3.097 -0.324 0.0 0.0 -0.1 0.000
H -2.841 1.981 -1.459 0.0 -0.1 0.0 0.000
H -2.983 1.949 0.285 0.1 -0.1 0.0 0.001
Cl 1.607 2.283 -2.857 0.0 0.0 0.0 -0.005
C 2.205 0.698 -2.421 0.2 -0.3 0.0 -0.016
C 3.159 0.132 -3.229 0.0 0.2 0.0 0.004
C 3.681 -1.136 -2.983 0.3 -0.1 0.0 -0.016
C 3.274 -1.881 -1.896 0.0 0.0 0.1 0.003
C 2.325 -1.424 -0.995 -2.9 3.0 0.2 -0.014
Cl 0.389 -2.019 0.714 -2.2 -3.9 -0.7 -0.012
C 1.614 0.059 -1.294 0.6 -1.6 0.7 0.005
N 0.631 0.689 -0.618 1.4 -2.5 -0.5 -0.122
H 3.498 0.695 -4.090 0.0 0.0 0.0 0.001
H 4.418 -1.545 -3.663 0.0 0.0 0.0 -0.001
H 3.681 -2.876 -1.750 -0.1 0.0 0.0 0.001
C 2.912 -5.455 1.848 0.1 0.1 -0.1 0.000
C 1.910 -4.561 1.136 -0.3 -0.5 -0.2 0.004
C 0.627 -5.178 1.044 0.3 -0.5 -0.6 0.006
C -0.634 -4.557 0.557 4.7 -0.4 2.1 0.004
N -0.376 -3.328 0.526 -4.6 -1.1 -4.4 0.005
C 1.818 -2.277 0.089 6.3 -1.0 -2.8 0.006
C 2.564 -3.326 0.633 -2.8 -1.0 0.6 0.011
H 2.429 -6.321 2.294 0.0 0.0 0.0 0.000
H 3.391 -4.892 2.652 0.0 0.0 0.0 0.000
H 3.689 -5.802 1.159 0.0 0.0 0.0 0.000
H 0.626 -6.224 1.342 0.0 0.0 0.0 0.000
H -1.604 -4.997 0.344 -0.1 0.0 0.1 0.001
H 1.049 -1.158 1.370 2.7 4.1 1.3 -0.001
H 3.636 -3.237 0.729 0.1 -0.2 -0.2 0.001

***

Entry 2:
28
Properties=species:S:1:pos:R:3:forces:R:3:lowdin_spin:R:1 method="wB97M-V/def2-TZVPD" homo_energy_ev="-19.82 / -19.81" charge=+3 s_squared=2.007 gap_ev="7.0 / 4.3" multiplicity=3
Au -0.020 0.048 -0.900 0.0 0.0 1.0 0.508
O 0.125 3.142 -0.137 -0.1 -2.4 -0.3 0.006
C 0.073 2.032 -0.341 0.2 4.8 0.2 0.122
C -0.122 -1.973 -0.513 -0.3 -5.5 -0.1 0.123
O -0.179 -3.102 -0.397 0.1 3.1 -0.1 0.006
C 1.985 -0.063 -0.525 5.3 -0.2 -0.5 0.107
O 3.115 -0.117 -0.463 -2.8 0.1 0.1 0.005
C -2.031 0.129 -0.561 -5.7 0.3 -0.6 0.107
O -3.165 0.180 -0.528 3.2 -0.2 0.2 0.005
C 0.008 0.711 -5.638 0.1 3.0 -0.4 0.467
H -0.899 1.323 -5.675 0.2 -0.1 0.1 0.017
H 0.970 1.233 -5.655 -0.2 -0.1 0.1 0.017
C -0.057 -0.646 -5.696 -0.1 -3.0 -0.7 0.464
H 0.851 -1.255 -5.760 -0.2 0.1 0.1 0.017
H -1.017 -1.165 -5.781 0.2 0.1 0.1 0.017
C -0.226 0.672 3.715 0.0 0.7 0.2 0.000
C 0.351 -0.726 3.712 0.0 -0.7 0.3 0.000
C 0.962 -0.796 2.357 0.1 0.4 -1.0 0.002
O -0.068 -0.107 1.590 0.1 0.0 -2.0 0.004
C -0.954 0.709 2.414 -0.4 -0.8 -0.9 0.003
H -0.907 0.900 4.513 0.0 0.0 0.7 0.000
H 0.584 1.410 3.663 -0.2 0.0 0.4 0.000
H -0.461 -1.465 3.747 0.3 0.1 0.3 0.000
H 1.095 -0.926 4.460 0.1 0.0 0.7 0.000
H 1.884 -0.202 2.214 -0.2 -0.3 0.5 0.001
H 1.113 -1.795 1.893 -0.2 0.4 0.6 0.001
H -1.910 0.154 2.365 0.2 0.5 0.6 0.001
H -1.100 1.694 1.924 0.2 -0.3 0.5 0.001

***

Entry 3:
20
Properties=species:S:1:pos:R:3:forces:R:3:mulliken_charge:R:1 method="wB97M-V/def2-TZVPD" smiles="Cc1ccc2c(c1)O[S@@](=N)(=O)N2" homo_energy_ev=-8.54 charge=0 gap_ev=7.7 multiplicity=1
C -3.323 -0.773 -0.145 -0.1 -1.7 0.4 -1.278
C -1.828 -0.272 0.066 -0.4 -0.5 -0.4 0.458
C -1.560 1.083 -0.104 -0.2 -1.2 0.3 -0.594
C -0.280 1.579 -0.099 0.8 -3.9 0.6 -0.765
C 0.828 0.708 0.003 -2.7 0.7 -0.4 0.340
C 0.603 -0.690 0.043 0.0 1.3 0.1 1.189
C -0.711 -1.143 0.185 -2.0 -0.6 -0.7 -1.004
O 1.670 -1.451 -0.154 2.3 0.9 0.4 -0.696
S 3.192 -0.030 0.098 0.1 -0.3 1.9 0.887
N 3.523 0.074 1.577 -0.9 -0.8 -1.1 -0.487
O 4.236 -0.034 -0.881 -0.6 -1.0 -0.5 -0.537
N 2.155 1.154 -0.219 -0.2 -0.6 0.6 -0.336
H -4.168 -0.279 0.367 0.9 0.8 -0.2 0.355
H -3.645 -0.881 -1.215 0.7 0.5 0.7 0.266
H -3.549 -1.808 0.261 1.1 0.8 -0.4 0.346
H -2.384 1.698 -0.328 -0.7 1.0 -0.1 0.422
H -0.191 2.541 -0.352 0.8 3.7 -0.5 0.527
H -1.006 -2.205 0.148 0.8 0.4 0.2 0.315
H 4.058 -0.733 1.885 0.2 0.0 0.1 0.263
H 2.379 1.462 -1.136 -0.1 0.5 -1.1 0.329

***

Entry 4:
72
Properties=species:S:1:pos:R:3:forces:R:3:mulliken_charge:R:1 method="wB97M-V/def2-TZVPD" homo_energy_ev=-5.24 charge=0 gap_ev=4.3 multiplicity=1
C -4.826 -2.816 4.613 -1.2 -0.3 0.1 -1.536
C -3.395 -2.473 4.660 0.8 -0.4 2.2 0.410
C -2.469 -2.777 5.638 -1.6 -0.3 -0.2 -0.934
C -1.202 -2.456 5.187 1.0 1.0 -1.4 -1.009
C -1.366 -1.756 3.934 -2.1 -3.2 1.1 0.396
B -0.890 -0.415 2.211 0.1 -0.7 2.7 1.880
C -0.655 -0.151 3.847 0.2 3.9 1.6 0.712
C -0.965 1.103 4.513 0.4 -0.8 -0.9 -1.091
C 0.148 1.477 5.287 0.3 -0.1 0.6 -1.122
C 1.077 0.465 5.230 -1.8 0.4 -0.6 0.744
C 2.344 0.240 5.915 0.9 -0.1 0.6 -1.568
O 0.637 -0.483 4.387 -0.1 0.4 -0.8 -0.390
C -0.632 -2.060 2.614 0.0 -2.5 -0.9 1.636
C -1.028 -3.231 1.804 1.1 0.3 0.6 -0.890
C 0.075 -4.051 1.659 -0.6 -0.3 -0.6 -1.475
C 1.160 -3.444 2.266 -1.4 1.9 1.4 1.050
C 2.576 -3.806 2.252 1.3 -0.5 0.0 -1.766
O 0.755 -2.355 2.929 0.7 -1.0 -1.6 -0.114
C -2.361 -0.183 1.800 -1.6 -1.0 -0.6 1.046
C -3.038 -0.754 0.754 0.3 0.7 0.3 -1.227
C -4.340 -0.169 0.724 0.1 0.2 0.7 -1.199
C -4.430 0.638 1.834 1.4 -1.3 -1.3 0.380
C -5.537 1.375 2.404 -1.0 0.5 0.4 -1.531
O -3.230 0.625 2.501 0.0 0.1 -0.6 -0.443
O -2.764 -1.905 3.633 1.3 0.6 -1.0 -0.241
H -5.225 -2.892 5.638 0.3 0.2 -0.2 0.418
H -5.484 -2.108 4.084 0.5 -0.1 0.0 0.239
H -5.023 -3.825 4.198 0.2 0.4 -0.2 0.248
H -2.729 -3.246 6.565 0.0 -0.1 0.3 0.494
H -0.259 -2.513 5.696 0.0 -0.1 0.2 0.604
H -1.821 1.755 4.355 0.1 -0.5 -0.2 0.568
H 0.286 2.392 5.858 -0.2 -0.2 -0.1 0.452
H 2.848 1.195 6.106 -0.1 -0.2 -0.1 0.415
H 2.196 -0.232 6.901 0.1 0.0 -0.3 0.278
H 3.004 -0.400 5.316 -0.1 0.1 0.2 0.276
H -1.990 -3.460 1.358 0.0 0.4 0.4 0.771
H 0.144 -5.018 1.181 -0.2 0.2 -0.3 0.510
H 2.748 -4.770 2.759 -0.2 0.3 0.0 0.428
H 2.927 -3.979 1.220 -0.3 0.3 0.3 0.396
H 3.232 -3.047 2.707 -0.5 -0.2 -0.1 0.264
H -2.642 -1.517 0.091 0.0 0.4 -0.1 0.603
H -5.083 -0.323 -0.042 -0.2 0.0 0.2 0.492
H -6.236 1.637 1.608 0.0 0.0 0.1 0.402
H -6.088 0.752 3.118 0.0 0.2 0.1 0.228
H -5.228 2.290 2.912 0.0 -0.1 0.0 0.311
C -1.760 4.753 -3.158 0.1 -0.6 -0.2 -0.394
C -1.856 4.871 -1.763 0.1 -0.4 -0.3 -0.756
C -1.568 3.771 -0.953 0.3 -0.5 -0.3 -0.331
C -1.113 2.550 -1.525 -0.5 0.9 -1.0 0.370
C -0.610 1.447 -0.710 0.2 -0.2 2.0 0.774
O -0.102 0.415 -1.470 -0.1 -1.1 -0.3 -0.517
C 0.854 -0.426 -0.913 0.5 1.2 0.1 0.340
C 1.074 -0.405 0.466 0.5 0.7 -0.3 0.498
C 2.362 -0.721 0.923 0.2 0.0 -0.1 -0.337
C 3.361 -1.142 0.052 -0.2 -0.1 0.2 -0.823
C 3.055 -1.299 -1.308 -0.2 -0.7 0.0 -0.537
C 1.798 -0.963 -1.809 0.0 0.0 0.4 -1.129
C 0.152 0.346 1.401 1.6 1.1 -1.7 0.976
C -0.545 1.426 0.641 0.0 0.4 -1.8 -1.126
C -1.082 2.434 -2.940 -0.1 0.2 0.7 -0.479
C -1.419 3.520 -3.747 0.0 0.2 0.5 -0.617
H -1.958 5.603 -3.805 0.0 -0.1 0.2 0.365
H -2.144 5.827 -1.320 0.1 -0.4 -0.1 0.369
H -1.665 3.840 0.134 0.1 0.1 -0.5 0.389
H 2.588 -0.501 1.976 -0.1 -0.3 -0.4 0.452
H 4.369 -1.327 0.443 -0.4 0.0 -0.3 0.445
H 3.801 -1.740 -1.967 -0.1 0.3 0.0 0.364
H 1.554 -1.035 -2.875 0.2 0.2 0.5 0.461
H 0.834 0.869 2.076 0.0 -0.1 0.3 0.396
H -1.044 2.215 1.195 0.3 -0.1 0.0 0.000
H -0.778 1.481 -3.383 -0.1 0.4 0.2 0.368
H -1.391 3.379 -4.832 0.0 0.3 0.4 0.365

***

Entry 5:
74
Properties=species:S:1:pos:R:3:forces:R:3:mulliken_charge:R:1 method="wB97M-V/def2-TZVPD" homo_energy_ev=-10.59 charge=+1 gap_ev=7.5 multiplicity=1
C 3.054 -3.525 0.342 -0.8 0.3 0.1 -1.663
C 2.814 -2.018 0.627 0.7 -0.8 -0.1 0.148
C 4.016 -1.064 0.259 -1.4 -0.9 0.2 -0.636
I 5.909 -2.099 0.225 -0.4 0.7 0.0 0.211
N 3.984 0.047 1.286 0.2 -0.4 1.0 -0.042
P 4.931 1.519 0.815 1.0 1.5 -2.9 -0.087
C 6.703 1.401 1.367 -0.1 0.5 1.0 -0.408
C 7.366 2.764 0.958 -1.1 -0.4 0.2 -1.125
C 4.153 3.046 1.549 0.4 -0.8 2.1 -0.520
C 4.523 3.367 3.027 -0.5 0.5 0.0 -1.057
H 2.064 -4.002 0.384 0.3 0.0 0.0 0.401
H 3.684 -4.009 1.092 0.0 0.2 -0.2 0.449
H 3.453 -3.695 -0.664 0.0 0.1 0.2 0.423
H 1.907 -1.748 0.069 0.4 0.4 0.1 0.277
H 2.575 -1.899 1.695 0.1 -0.1 -0.2 0.082
H 3.760 -0.603 -0.699 0.8 0.0 0.1 0.553
H 2.995 0.312 1.349 0.0 0.2 0.1 0.157
H 4.232 -0.349 2.200 -0.1 -0.1 0.0 0.503
H 6.797 1.268 2.457 0.1 -0.1 -0.3 0.407
H 7.228 0.591 0.856 -0.5 0.0 0.0 0.338
H 8.446 2.656 0.845 -0.2 0.0 0.0 0.355
H 7.138 3.515 1.721 0.2 -0.1 -0.2 0.253
H 6.910 3.102 0.018 0.4 0.1 0.0 0.357
H 3.059 2.946 1.494 0.3 0.1 -0.4 0.475
H 4.485 3.890 0.935 -0.1 -0.5 -0.3 0.357
H 5.590 3.281 3.256 -0.2 -0.1 -0.2 0.256
H 4.238 4.413 3.219 0.1 -0.3 0.0 0.379
H 3.961 2.774 3.761 0.2 -0.1 -0.3 0.242
C -4.765 0.598 2.580 0.1 0.1 0.2 -0.742
O -3.652 0.020 3.239 0.0 -0.1 -0.4 -0.300
C -3.686 -1.397 3.277 0.0 0.2 0.1 -0.620
C -2.317 -1.995 3.013 0.0 -0.1 0.2 -0.272
O -1.835 -1.855 1.679 0.2 0.1 0.0 -0.454
C -1.489 -0.558 1.215 -0.1 -0.1 -0.1 0.037
C -0.256 0.055 1.861 -0.3 0.3 0.2 -0.263
O -0.493 0.425 3.206 0.2 -0.4 0.1 -0.347
C 0.571 0.120 4.080 -0.3 0.2 -0.1 -0.623
H -5.640 0.606 3.236 -0.1 0.0 -0.1 0.317
H -4.505 1.625 2.327 0.0 0.0 0.1 0.233
H -5.000 0.068 1.651 0.0 0.0 0.0 0.316
H -4.396 -1.795 2.542 0.0 0.1 0.0 0.355
H -4.030 -1.703 4.272 0.1 -0.2 0.0 0.416
H -2.394 -3.073 3.177 -0.1 0.0 -0.1 0.431
H -1.582 -1.637 3.734 -0.1 0.2 0.0 0.078
H -2.343 0.116 1.267 0.1 0.1 0.2 0.112
H -1.265 -0.688 0.152 0.0 -0.1 0.0 0.122
H 0.018 0.967 1.312 0.0 -0.1 -0.2 0.453
H 0.574 -0.660 1.791 0.0 -0.1 0.1 -0.128
H 0.977 -0.880 3.884 0.0 0.0 0.0 0.326
H 0.183 0.130 5.097 0.0 0.1 0.0 0.289
H 1.365 0.874 3.996 0.1 -0.1 0.1 0.147
C -3.447 -2.180 -1.980 -0.1 0.2 0.1 -0.631
O -3.451 -0.881 -2.542 0.2 -0.3 -0.2 -0.270
C -2.163 -0.404 -2.884 -0.2 0.0 0.0 -0.322
C -2.164 0.325 -4.216 0.0 0.2 -0.1 -0.470
O -2.359 -0.490 -5.362 0.0 0.0 0.1 -0.462
C -3.636 -1.089 -5.564 -0.1 0.0 -0.1 -0.288
C -4.760 -0.123 -5.904 0.0 -0.1 0.3 -0.520
O -5.128 0.670 -4.786 0.4 0.2 -0.1 -0.263
C -5.377 2.025 -5.103 -0.1 -0.2 0.2 -0.813
H -3.150 -2.142 -0.927 0.1 -0.2 0.0 0.053
H -4.461 -2.575 -2.045 0.0 0.1 0.0 0.264
H -2.785 -2.854 -2.533 0.0 0.0 0.0 0.411
H -1.437 -1.226 -2.930 -0.1 -0.1 0.0 0.394
H -1.837 0.286 -2.093 0.2 0.1 -0.1 0.235
H -1.170 0.764 -4.346 0.0 -0.1 0.0 0.416
H -2.861 1.164 -4.208 -0.2 -0.1 0.1 0.158
H -3.904 -1.731 -4.726 -0.1 0.1 0.1 0.071
H -3.505 -1.746 -6.426 0.1 0.1 0.0 0.412
H -5.641 -0.701 -6.207 0.1 -0.1 -0.2 0.389
H -4.450 0.505 -6.746 0.0 0.0 0.0 0.345
H -4.624 2.421 -5.792 0.0 0.0 -0.1 0.379
H -5.323 2.599 -4.177 -0.1 -0.1 0.0 0.230
H -6.377 2.141 -5.533 0.0 0.1 -0.1 0.310